{
  "formula": "C34H62NO4",
  "method": "ωB97M-V with the def2-TZVPD basis set",
  "relative_energy_kcal_mol": 81.0,
  "multiplicity": 1,
  "gap_ev": 8.2,
  "e_lumo_ev": -2.36,
  "total_charge": 1,
  "symbols": ["H", "H", "C", "C", "H", "H", "H", "H", "H", "H", "H", "C", "H", "H", "H", "H", "C", "H", "C", "C", "H", "C", "H", "O", "O", "H", "C", "C", "H", "H", "H", "C", "H", "H", "C", "H", "H", "H", "H", "C", "H", "H", "H", "H", "H", "C", "H", "H", "C", "H", "H", "C", "C", "H", "C", "H", "C", "C", "C", "C", "H", "H", "H", "C", "C", "H", "C", "O", "C", "C", "H", "O", "H", "H", "C", "C", "C", "N", "H", "C", "H", "H", "H", "H", "C", "H", "H", "H", "C", "C", "H", "H", "H", "H", "C", "H", "H", "H", "H", "H", "H"],
  "xyz": [[-3.14166, -1.70200, -0.15044], [-2.35123, -1.98330, 4.61676], [-5.01348, 1.33781, -8.47274], [-3.64363, 1.61873, -6.42064], [-5.18463, 3.89749, -8.48602], [1.19991, -3.10205, 5.01274], [3.40183, 2.50373, 2.39686], [-5.95312, 3.95730, -5.15659], [-0.69079, -3.20029, 2.61458], [-1.15222, 2.12560, 1.61472], [-3.91556, 3.49097, -3.38761], [4.05404, -3.61835, 2.24822], [7.31247, -0.36850, 0.99578], [-3.48314, 3.41978, -8.37452], [-3.40473, -0.01018, 2.81939], [1.32160, -3.79916, 2.16640], [6.61658, -2.75203, 2.32383], [1.92662, 0.13247, 2.67880], [7.60125, -0.42821, 3.26831], [-2.47297, -0.55022, 2.39538], [3.15303, 1.41132, 3.90539], [-1.29223, -0.46399, 3.48105], [-3.44192, 2.27650, -5.57868], [-1.47499, 0.96207, 6.75695], [-5.32695, 2.22780, -4.19005], [7.17836, -2.29617, 4.47823], [5.57407, -3.92751, 2.76560], [-2.30206, -0.13352, -1.71879], [1.60312, -5.41339, 3.04892], [7.91720, 1.19817, 1.75552], [-3.54136, 5.47063, -7.24007], [-1.49661, 1.47957, 0.72428], [0.40014, -4.75095, 5.05138], [3.54155, -4.43086, 4.28584], [-6.18185, 2.89461, -5.10401], [-1.30833, 1.65776, -2.96448], [-2.76207, 1.64735, -7.06902], [-3.91916, -0.50981, -6.78837], [-5.38149, 0.36073, -8.16123], [-0.70637, -1.32694, 5.84289], [-4.77005, 2.45530, -2.22988], [-1.22045, -2.02612, 6.59683], [5.60719, -3.92941, 3.91933], [3.75968, -4.27902, 1.36666], [6.02817, 2.46801, 3.59045], [6.70054, -1.72847, 3.58876], [1.70989, -1.91501, 1.02249], [5.69455, 1.77526, 1.14258], [3.82080, 2.21004, 3.42273], [-6.86168, 2.73276, -7.14892], [-5.75727, 1.82011, -9.10953], [-1.40297, 0.14799, 5.80306], [-1.18023, 2.07429, -0.68640], [-3.03862, -0.11906, -5.32301], [-4.88972, 3.06785, -3.12415], [8.71478, -0.73379, 3.18701], [-4.14878, 4.68663, -6.77885], [-2.16874, 0.11838, 0.98659], [-2.60457, -0.69818, -0.29147], [-0.76753, -3.19592, 3.76812], [7.67205, -3.19241, 2.14581], [0.87618, -0.33224, 0.57857], [1.34523, -1.34573, 3.57868], [0.84314, -1.22980, 1.31064], [0.57606, -3.83776, 4.37319], [-4.06204, 1.24573, -8.99824], [3.08246, -3.71458, 3.52486], [-1.91096, 0.44443, 4.47984], [5.68285, 0.94028, 1.94573], [-4.39578, 3.58831, -7.79410], [-4.78487, 0.07855, -5.36259], [-0.08742, 0.25906, 3.19720], [6.24311, -2.21330, 1.38992], [4.93057, 0.16148, 1.56929], [1.01437, -0.57295, 2.78179], [-1.57063, 1.23998, -1.93316], [-1.22692, -1.80039, 4.39978], [-4.80051, 2.21501, -7.23439], [-6.45632, 1.18836, -6.38269], [-6.15083, 2.23326, -6.48337], [-0.16819, -1.72768, 1.14170], [-2.63036, -0.76806, -2.60354], [-2.82272, -1.64220, 2.24029], [7.54655, 0.25947, 4.19157], [7.19066, 0.31186, 1.90274], [5.65306, -1.42398, 3.94787], [4.09405, -2.51693, 1.89213], [5.36973, 0.81803, 4.21989], [5.31508, 1.59052, 3.36379], [-3.87567, 0.19204, -5.95308], [-3.62079, 4.35485, -5.88557], [-0.64270, 3.08983, -0.75989], [-1.61327, -3.95429, 3.99758], [-5.08050, 5.17278, -6.49173], [1.59259, -4.27524, 3.16667], [0.42291, -1.26128, 5.98183], [3.77133, 3.12176, 4.12763], [5.93675, -4.94593, 2.36051], [-7.20411, 2.81637, -4.71176], [-5.59647, 3.87476, -2.91209], [3.05809, -2.67662, 4.00973]],
  "atomic_forces_ev_per_a": [[0.96, 1.70, -0.38], [1.69, 0.60, -0.55], [-0.07, 0.33, 0.58], [0.09, -0.01, -0.01], [0.08, -0.21, 0.09], [-1.35, -0.99, -0.97], [0.66, -0.43, 1.46], [0.09, -0.02, -0.03], [-0.11, 0.37, 1.94], [-0.70, -1.32, -1.48], [-0.01, 0.15, 0.12], [1.13, 0.68, 1.13], [-0.18, 0.85, 1.29], [-0.21, -0.20, 0.08], [1.72, -0.80, -0.42], [0.00, -0.71, 1.39], [-0.28, -0.30, 1.40], [-1.65, -0.99, 0.30], [0.14, -0.52, 0.05], [-0.24, 0.53, -1.10], [0.69, 1.25, -0.89], [-1.50, 0.49, 2.38], [-0.25, -0.06, -0.08], [-0.02, -3.39, -4.24], [-0.27, 0.17, -0.36], [-0.74, 0.86, -1.44], [0.41, 0.38, -0.73], [0.81, 1.60, 2.95], [0.13, 1.63, 0.07], [-1.07, -1.39, 0.23], [-0.01, -0.21, -0.04], [-0.30, -0.88, -1.67], [-0.04, 1.45, -1.09], [-0.58, 0.98, -0.94], [0.11, -0.21, 0.27], [-0.53, -0.91, 1.59], [-0.23, 0.11, -0.14], [0.08, 0.05, 0.05], [0.11, 0.15, -0.04], [-1.42, 0.45, -1.55], [0.01, 0.01, -0.12], [1.06, 1.44, -0.79], [-0.18, -0.29, -1.85], [0.32, 0.78, 1.31], [-0.78, -1.60, -0.38], [0.75, -0.07, -0.48], [-1.22, 0.83, 0.67], [-0.26, -1.24, 1.31], [0.05, -0.41, 0.53], [0.14, -0.04, 0.08], [0.13, -0.05, 0.10], [0.44, 1.98, 2.09], [-1.84, -3.87, 0.37], [-0.06, 0.17, -0.06], [0.20, -0.12, 0.13], [-1.78, 0.31, 0.08], [-0.14, 0.35, 0.06], [0.29, 0.49, -4.13], [1.89, 3.61, -0.49], [-0.13, -1.15, 0.48], [-1.72, 0.80, 0.15], [-0.14, -1.51, 1.06], [-1.01, 1.10, -1.16], [-0.08, 1.37, -0.19], [1.14, -0.05, -0.76], [-0.13, 0.01, 0.08], [-0.31, -0.90, -0.70], [1.40, -0.89, 2.29], [0.90, 0.28, -0.46], [0.09, -0.15, 0.20], [0.13, 0.12, 0.05], [-0.37, -2.30, -0.57], [0.58, -0.81, 1.22], [0.85, 1.00, 0.87], [1.97, -0.48, -1.04], [-0.71, -0.97, 3.72], [-0.84, -0.49, -0.30], [-0.15, -0.22, -0.53], [0.13, 0.15, -0.06], [0.46, -0.01, 0.17], [1.46, 0.46, 0.34], [0.58, 1.04, 1.25], [0.88, 1.70, 0.09], [0.04, -0.80, -1.62], [-0.21, 0.90, 0.83], [1.35, -0.39, -0.74], [-0.37, -1.75, 0.38], [0.17, 1.27, -1.44], [-0.59, 0.48, -0.06], [-0.22, -0.17, -0.13], [-0.02, 0.00, -0.05], [-1.01, -1.90, 0.09], [1.29, 1.27, -0.40], [0.09, -0.06, 0.10], [0.75, 0.85, 0.86], [-1.65, 0.03, -0.15], [0.15, -1.39, -1.20], [-0.63, 1.55, 0.77], [-0.11, 0.02, -0.37], [-0.01, -0.10, -0.04], [-0.20, -1.46, -0.63]],
  "lowdin_charge": [0.097, 0.154, 0.016, -0.154, 0.133, 0.087, 0.076, 0.098, 0.100, 0.112, 0.084, -0.197, 0.096, 0.132, 0.148, 0.077, -0.201, 0.113, -0.225, -0.054, 0.054, -0.375, 0.106, 0.070, -0.214, 0.117, -0.202, -0.079, 0.114, 0.111, 0.099, -0.021, 0.117, 0.109, -0.194, 0.072, 0.137, 0.080, 0.101, -0.010, 0.096, 0.144, 0.097, 0.112, 0.116, -0.214, 0.071, 0.112, -0.133, 0.145, 0.111, -0.300, -0.068, 0.090, -0.067, 0.114, -0.053, -0.161, -0.024, -0.151, 0.118, 0.088, 0.108, -0.062, -0.187, 0.116, -0.219, -0.016, -0.213, -0.152, 0.081, -0.073, 0.088, 0.097, -0.186, -0.101, -0.211, -0.243, 0.133, -0.051, 0.061, 0.066, 0.128, 0.103, -0.211, 0.099, 0.092, 0.095, -0.260, -0.051, 0.077, 0.095, 0.120, 0.080, -0.185, 0.125, 0.079, 0.109, 0.145, 0.096, 0.098]
}

{
  "formula": "C34H63BrClFN3O7",
  "method": "ωB97M-V with the def2-TZVPD basis set",
  "multiplicity": 1,
  "gap_ev": 7.1,
  "e_lumo_ev": -5.37,
  "total_charge": 1,
  "symbols": ["C", "H", "N", "H", "H", "C", "O", "H", "H", "H", "H", "H", "H", "H", "H", "H", "O", "O", "H", "H", "H", "C", "H", "O", "H", "H", "C", "H", "H", "C", "N", "C", "H", "H", "C", "N", "H", "H", "C", "H", "C", "C", "C", "H", "O", "H", "H", "C", "C", "C", "H", "H", "H", "H", "C", "H", "Cl", "H", "H", "C", "C", "C", "C", "C", "H", "H", "C", "H", "H", "H", "H", "C", "C", "H", "H", "H", "H", "H", "C", "H", "C", "H", "C", "H", "F", "H", "H", "C", "O", "C", "H", "H", "H", "C", "C", "C", "O", "C", "Br", "H", "H", "H", "H", "C", "H", "C", "H", "H", "H", "H"],
  "xyz": [[-2.18686, 3.03323, -0.53294], [-0.03921, -7.31315, 0.28742], [1.58323, 5.91642, -1.37501], [-1.68959, -2.89938, -0.14467], [-0.12659, -4.58443, -1.14484], [-0.32034, -5.41435, -1.83218], [1.60241, 6.03183, -4.43320], [-2.17096, -0.71763, -5.26551], [-0.61276, 0.11924, -5.92512], [-1.91252, -6.76477, -2.35748], [-2.44542, -5.17460, -1.84582], [-0.62495, -0.44956, -4.06492], [-5.57216, 1.57595, -0.56851], [-0.83931, -8.66180, -1.66567], [1.46790, 0.36468, 2.40077], [-7.11552, 0.59695, 3.21178], [-2.19856, 4.15195, -3.53923], [-4.57013, 2.04217, 1.25776], [3.03493, 4.85186, -5.52417], [-2.75597, -1.39355, 0.29554], [2.20669, 1.92656, 3.15207], [1.71873, 1.49971, 2.15054], [-2.48730, 1.77639, -5.62026], [-3.76068, 5.43283, -3.30819], [5.45295, 0.48930, 6.55373], [-2.53454, -10.42590, -1.28965], [-0.94021, 2.81094, -1.54947], [3.67425, 0.29523, 4.87956], [0.45030, -1.08216, 0.83298], [-1.97039, -6.47437, -0.20381], [0.01212, 4.78288, -2.89629], [-3.69452, 2.75592, -1.09218], [-1.35912, -7.91806, 1.26461], [-1.65092, -1.74114, -2.28768], [-2.54429, -9.52173, -0.67312], [-2.62218, 5.21432, -2.85485], [6.43453, 1.87872, 4.98120], [-4.32193, 3.75038, -0.88291], [-1.27347, -0.02709, -4.94194], [-5.86597, -0.27912, 2.10535], [4.59779, -0.27553, 4.72122], [5.45110, 0.44526, 3.67109], [-1.15957, -8.89303, -0.64474], [0.44479, -6.17975, -1.67421], [0.12647, 7.73635, 0.10151], [-0.51373, 5.93637, -4.66887], [6.35870, -0.12891, 3.45487], [0.65584, 4.72092, -1.65197], [5.82481, 1.86284, 4.07335], [-1.72126, -5.96872, -1.62954], [-3.28903, -8.84097, -1.09577], [-0.44830, -9.63408, -0.26119], [-0.49976, 1.42142, 1.53955], [0.11050, 6.99325, -3.26746], [-0.54966, 1.18358, -1.54057], [-3.79304, 2.55509, -2.23677], [-0.51377, 3.45662, -5.98595], [4.92876, 2.46733, 4.24776], [7.33419, -0.72796, 5.43443], [-0.63113, 2.55771, -4.34823], [5.27499, -0.48415, 6.08165], [0.37757, 3.37987, -0.69066], [-5.96368, 2.01253, 1.72677], [-4.45294, 1.59820, -0.15215], [-3.93956, 0.55000, -0.23600], [-0.41833, -2.42715, 1.84206], [-1.89318, 1.49380, -4.62362], [1.85711, 3.80413, -4.48947], [-2.68864, 1.48942, -3.77076], [0.40724, 1.99503, -4.22866], [2.45101, 1.51534, 1.23924], [-1.08308, -7.64488, 0.23829], [-6.68965, 0.58306, 2.09656], [3.20813, 4.86147, -3.64740], [-0.48903, 4.31598, 1.27500], [-3.02433, -6.75903, -0.11113], [-0.02899, -1.13001, -1.53875], [-0.05418, 0.85086, -0.50579], [2.39692, 4.83312, -4.51689], [-0.20853, -5.04030, -2.85451], [0.31076, 5.94303, -3.80361], [6.40455, 2.33900, 3.27664], [-1.66470, -1.71707, 0.02312], [7.40254, -3.19936, 5.55576], [1.69080, 2.66414, -0.91493], [-2.14190, 4.16918, -0.16827], [4.57241, -1.01180, 6.73900], [0.35763, 3.56514, 0.90674], [-1.73447, 0.29978, -1.66108], [-0.60441, -1.42510, 1.23810], [4.88356, 0.48660, 2.73407], [0.30428, 0.92586, -2.33464], [6.07765, -2.70361, 4.49853], [6.43828, -2.68234, 5.53109], [-1.21344, -1.06218, -1.40933], [0.90280, 6.87376, -0.61084], [-6.69542, 3.14326, 1.92324], [0.26204, 2.24339, 1.85450], [2.08874, 4.41840, 1.59588], [-2.86488, -9.80269, 0.33501], [7.00526, -1.29680, 7.05894], [4.28573, -1.24430, 4.31564], [-7.56334, 0.35500, 1.34791], [-0.94006, 3.57229, -3.04808], [-1.82086, -5.64407, 0.49761], [6.59492, -1.25860, 6.04290], [-1.04726, -0.64682, 2.01974], [-0.09922, 2.62571, 2.92693], [-2.11248, 2.37546, 0.44892], [5.73627, -3.24499, 6.15452]],
  "atomic_forces_ev_per_a": [[-0.94, 1.13, 0.26], [-0.09, 0.00, 0.01], [-5.60, 2.65, 3.79], [0.01, 2.63, 0.24], [0.06, -0.06, 0.01], [0.08, -0.02, -0.23], [-1.25, -1.49, 1.16], [1.91, 1.24, 0.98], [-1.24, -0.47, 2.25], [0.00, 0.06, 0.09], [-0.02, -0.09, -0.02], [-1.42, 0.72, -1.75], [2.54, -0.33, 0.63], [0.02, 0.03, 0.05], [0.53, 2.37, -0.60], [0.88, 0.43, -2.64], [2.38, -2.23, 0.70], [-2.54, -0.28, -0.31], [-1.67, 0.16, 2.14], [2.12, -0.53, -0.53], [-0.94, -0.81, -2.55], [-0.56, -0.99, 0.72], [1.54, -0.20, 2.37], [4.10, 0.23, 2.37], [-0.05, -0.07, -0.05], [-0.09, 0.09, 0.10], [1.39, -2.09, 2.00], [0.04, -0.01, -0.01], [-2.20, -0.57, 0.81], [-0.10, -0.10, -0.08], [2.81, -1.60, 5.28], [-1.00, 0.70, 1.31], [0.02, 0.01, -0.11], [0.81, 1.49, 1.95], [-0.05, -0.13, -0.15], [-5.62, 1.23, -1.82], [-0.09, 0.04, -0.08], [1.34, -2.20, -0.51], [-0.23, 1.22, -0.94], [-1.89, 1.85, -0.34], [0.07, -0.11, -0.07], [-0.18, -0.09, 0.07], [0.04, 0.01, 0.17], [-0.05, 0.12, 0.01], [7.30, -7.47, -6.39], [1.71, -0.46, 1.99], [-0.09, 0.01, 0.03], [-0.60, 2.53, -1.87], [0.18, 0.09, -0.10], [-0.11, 0.01, 0.19], [0.03, -0.08, 0.06], [-0.03, 0.12, -0.07], [1.28, 1.76, 0.18], [0.60, -2.64, -0.71], [0.43, -0.58, 0.28], [0.30, 0.00, 2.25], [0.28, -0.26, 1.66], [0.07, -0.02, 0.05], [-0.05, 0.02, 0.03], [-0.24, -1.01, 0.00], [0.03, 0.15, 0.05], [1.84, 1.17, -1.62], [-4.14, 4.93, 1.34], [-1.31, 0.40, -1.82], [-0.91, 2.10, 0.27], [-0.40, 2.14, -1.24], [-0.06, -0.96, -0.51], [0.58, 2.06, -0.05], [1.79, -0.08, -1.34], [-2.35, 1.27, -0.10], [-1.41, 0.11, 1.87], [0.15, 0.07, -0.01], [1.22, -0.38, 0.50], [-1.76, -0.18, -1.66], [1.89, -1.60, -1.21], [0.08, 0.01, 0.01], [-2.49, 0.32, 0.40], [-0.98, 1.44, -2.05], [2.66, -1.05, -0.18], [0.08, 0.00, 0.10], [-1.91, 2.44, -2.58], [-0.05, 0.04, 0.13], [0.46, -0.60, -0.35], [-0.16, -0.02, -0.03], [-3.05, 1.08, -0.26], [-0.15, -2.41, -0.82], [0.08, 0.04, -0.06], [-1.04, 0.53, 1.25], [2.90, 0.19, 0.34], [-0.23, -0.38, 0.58], [0.05, -0.06, 0.02], [-2.06, 0.62, 1.41], [0.01, -0.04, 0.09], [0.17, -0.11, -0.07], [-0.38, -2.06, -0.71], [-3.64, 1.32, 2.02], [5.59, -7.35, -1.56], [0.55, -0.58, 1.34], [-1.30, 0.04, -0.90], [-0.02, 0.05, -0.10], [-0.03, 0.07, -0.12], [0.02, 0.04, 0.05], [1.85, 0.55, 1.46], [-0.19, -0.37, -1.62], [0.00, -0.02, -0.03], [-0.11, 0.02, 0.13], [1.11, -1.55, -1.74], [0.64, -0.64, -2.53], [0.42, 1.31, -2.24], [0.04, 0.03, -0.09]],
  "lowdin_charge": [-0.112, 0.101, 0.150, 0.108, 0.057, -0.116, -0.174, 0.099, 0.097, 0.103, 0.098, 0.061, 0.152, 0.099, 0.077, 0.113, -0.105, -0.133, 0.133, 0.108, 0.076, -0.192, 0.118, 0.067, 0.102, 0.073, -0.127, 0.098, 0.075, -0.229, 0.082, -0.126, 0.111, 0.139, -0.114, 0.016, 0.070, 0.138, -0.105, 0.094, -0.233, -0.274, -0.273, 0.071, 0.073, 0.147, 0.102, 0.030, -0.111, -0.274, 0.066, 0.107, 0.072, 0.175, -0.122, 0.110, 0.630, 0.068, 0.099, -0.480, -0.227, -0.197, -0.289, -0.155, 0.117, 0.092, -0.234, 0.063, 0.095, 0.123, 0.072, -0.228, -0.028, 0.115, 0.126, 0.103, 0.142, 0.132, -0.120, 0.070, -0.178, 0.072, -0.189, 0.073, -0.070, 0.138, 0.111, -0.510, -0.209, -0.134, 0.092, 0.141, 0.065, -0.115, -0.213, 0.005, -0.019, -0.270, 0.740, 0.078, 0.108, 0.100, 0.102, -0.220, 0.099, -0.272, 0.082, 0.143, 0.136, 0.077]
}